Model P:
Formula: C19H22N2O3S
Source: the OMol25 dataset
Level of theory: ωB97M-V/def2-TZVPD

```
! wB97M-V def2-TZVPD RIJCOSX def2/J DEFGRID3
* xyz 0 1
S 0.63456 -3.63682 0.54991
O 1.12408 1.11865 -1.88385
O -0.26659 -4.66438 0.99794
O 1.92421 -4.03285 0.06939
N 0.84857 -2.45305 1.70399
N -0.98385 1.59080 -2.62641
C -0.00425 0.76797 -2.15577
C 2.27776 -1.16401 3.16978
C 0.25791 5.02451 -3.23239
C -1.43117 -1.26336 -2.73992
C -0.91532 2.95310 -2.94058
C 0.26825 3.68298 -2.89547
C -1.79337 -2.57906 -2.50348
C -0.18104 -0.77321 3.11089
C -0.19833 -2.69130 -0.73021
C -2.09461 4.92500 -3.65983
C 2.03997 -2.52481 2.52156
C 1.26328 0.61759 4.63746
C -2.09665 3.58482 -3.32591
C -1.18633 -3.29554 -1.48386
C -0.91594 5.65111 -3.61438
C 1.06148 -0.75593 4.00495
C -0.34499 -2.14208 2.45516
C -0.45231 -0.64963 -1.96068
C 0.18306 -1.38820 -0.96555
H -0.91458 6.69830 -3.87587
H -0.07318 -0.01702 2.33099
H 0.39855 0.89378 5.23640
H -1.89627 -0.73280 -3.55910
H 0.92427 -1.49467 4.80314
H 1.18253 3.19874 -2.59759
H 0.96673 -0.93668 -0.37860
H 1.93308 -3.29658 3.29911
H -1.90520 1.18909 -2.73141
H -2.54921 -3.04659 -3.11617
H 2.14006 0.61560 5.28048
H -1.07274 -0.54132 3.69543
H -1.18308 -2.14616 1.75446
H -3.01635 5.40289 -3.95684
H 1.40393 1.37330 3.86807
H -1.45916 -4.31485 -1.26152
H 2.44585 -0.42034 2.38924
H 1.18045 5.58420 -3.19589
H 2.86020 -2.80655 1.86098
H 3.16890 -1.21302 3.79689
H -0.53467 -2.91125 3.21812
H -3.01846 3.01965 -3.36306
*
```

Results
Orbital gap (eV): 8.928
Structure (SMILES): CC1CCN(S(=O)(=O)c2cccc(C(=O)Nc3ccccc3)c2)CC1

---

Model Q:
Formula: C19H22N2O3S
Source: the OMol25 dataset
Level of theory: ωB97M-V/def2-TZVPD

```
! wB97M-V def2-TZVPD RIJCOSX def2/J DEFGRID3
* xyz 0 1
S -1.74805 -1.71734 0.10409
O -2.27758 -2.23493 -1.12649
O -1.94914 -2.52173 1.27439
O 2.08959 0.88896 1.98115
N -2.43918 -0.21160 0.43147
N 3.98672 -0.08981 0.12179
C -1.55650 0.67575 -1.62532
C -2.10592 0.88072 -0.35764
C -0.00497 -1.31320 -0.01512
C 2.21060 -1.42535 -0.87538
C 4.39693 0.51819 1.36554
C -2.27641 2.19495 0.08328
C -1.16606 1.74646 -2.40521
C 3.32526 1.52817 1.77013
C 1.74453 -0.00568 1.00183
C 0.88425 -1.83885 -0.94144
C 0.42936 -0.41981 0.95041
C -4.70282 0.17085 1.24013
C 0.49405 -2.86045 -1.96318
C 5.00005 -0.73538 -0.67308
C -3.27238 -0.08998 1.61117
C -1.31980 3.04609 -1.95226
C 2.67585 -0.51531 0.07196
C -1.88597 3.25895 -0.70849
C -5.69816 -0.63435 1.55690
H 0.72261 -3.85722 -1.58521
H 3.22505 2.28403 0.97918
H -5.53336 -1.53669 2.12203
H -1.46565 -0.32585 -2.00692
H -3.18797 -1.04328 2.13432
H -6.71461 -0.42587 1.26866
H 5.94514 -0.21805 -0.51821
H 2.90062 -1.84623 -1.58822
H -2.89009 0.70247 2.26819
H -1.01431 3.88086 -2.56466
H 3.57790 2.01963 2.71163
H 5.35112 1.02888 1.22004
H -4.87561 1.06610 0.65765
H 5.13204 -1.79129 -0.40869
H -0.26007 -0.03558 1.68295
H -0.56989 -2.82102 -2.16877
H -2.71277 2.40038 1.04752
H 1.05302 -2.71199 -2.88472
H 4.51089 -0.22731 2.16724
H -2.02682 4.26603 -0.34294
H -0.74413 1.56070 -3.38201
H 4.74266 -0.66403 -1.72967
*
```

Results
Orbital gap (eV): 8.549
Structure (SMILES): C=CCN(c1ccccc1)S(=O)(=O)c1cc2c(cc1C)N(C)CCO2

---

The structure with the least stability is model Q.

---

Model P:
Formula: C4H12IO4
Source: the OMol25 dataset
Level of theory: ωB97M-V/def2-TZVPD

```
! wB97M-V def2-TZVPD RIJCOSX def2/J DEFGRID3
* xyz -1 1
I -9.35525 13.18731 -10.44469
O -10.47327 18.29895 -10.59827
O -7.84366 12.46250 -13.54279
O -11.86589 15.58896 -10.74550
O -5.78945 12.38952 -15.57838
C -11.79780 17.95298 -10.20858
C -6.59793 13.52031 -15.30561
C -11.99712 16.50884 -9.68005
C -7.07403 13.58645 -13.82783
H -5.33579 12.52895 -16.41286
H -8.11022 12.58094 -12.62817
H -10.35087 17.93678 -11.47888
H -6.23157 13.59525 -13.13624
H -7.44406 13.55254 -15.99200
H -6.03022 14.42423 -15.52633
H -7.63170 14.51298 -13.69132
H -11.05767 15.08421 -10.62879
H -11.19350 16.31681 -8.96911
H -12.95508 16.34066 -9.18797
H -12.55946 18.26786 -10.92189
H -11.93475 18.58765 -9.33307
*
```

Results
Orbital gap (eV): 7.161

---

Model Q:
Formula: C4H12IO4
Source: the OMol25 dataset
Level of theory: ωB97M-V/def2-TZVPD

```
! wB97M-V def2-TZVPD RIJCOSX def2/J DEFGRID3
* xyz -1 1
I -0.68174 1.02793 1.94353
O 0.29144 3.20763 -0.55569
O 1.83393 -5.10271 2.51898
O 0.25561 -2.36925 2.40874
O -2.32252 4.41318 -1.59309
C -1.10821 4.33541 -2.29056
C -0.32562 3.09885 -1.89171
C 1.48193 -4.28095 1.38727
C 0.16201 -3.49816 1.54517
H -0.48926 5.19480 -2.03279
H 1.37121 -5.00908 0.58374
H -0.16510 -1.60794 2.00252
H -1.23975 4.37889 -3.37172
H -0.14593 -3.16240 0.55495
H -2.84153 5.13804 -1.94920
H -1.03212 2.27347 -1.80394
H 0.14002 2.35325 -0.14496
H 2.73435 -5.40413 2.37756
H -0.60594 -4.16562 1.93612
H 2.32106 -3.66255 1.06863
H 0.36624 2.84128 -2.69364
*
```

Results
Orbital gap (eV): 6.863

---

The structure with the least stability is model Q.

---

Model P:
Formula: H3NOS
Source: the OMol25 dataset
Level of theory: ωB97M-V/def2-TZVPD

```
! wB97M-V def2-TZVPD RIJCOSX def2/J DEFGRID3
* xyz 0 1
S 2.04469 0.04478 -0.04667
O 0.80901 -0.76168 0.17255
N -1.46869 0.20341 0.04673
H -1.71122 -0.76076 0.45749
H -1.69566 0.80392 0.81986
H 2.02187 0.47033 -1.44995
*
```

Results
Orbital gap (alpha / beta) (eV): 9.099 / 9.212

---

Model Q:
Formula: H3NOS
Source: the OMol25 dataset
Level of theory: ωB97M-V/def2-TZVPD

```
! wB97M-V def2-TZVPD RIJCOSX def2/J DEFGRID3
* xyz 0 1
S -0.12870 1.63769 0.14652
O -0.28474 0.29535 0.96656
N 0.01291 -1.00603 -0.06970
H -0.58617 -1.74046 0.19616
H -0.19520 -0.74429 -1.04692
H 1.18191 1.55773 -0.19261
*
```

Results
Orbital gap (eV): 9.521
Structure (SMILES): NOS

---

The structure with the least stability is model P.

---

Model P:
Formula: C7H15NO
Source: the OMol25 dataset
Level of theory: ωB97M-V/def2-TZVPD

```
! wB97M-V def2-TZVPD RIJCOSX def2/J DEFGRID3
* xyz 0 1
O -2.08934 -0.07159 -0.38553
N 0.69789 -0.61806 1.09406
C -0.56548 1.56477 1.08703
C -0.77287 -0.48049 -0.35902
C -0.49605 -1.76166 -1.06501
C 0.10791 0.42136 0.35375
C 0.94280 1.66993 -1.69634
C 0.16422 -1.53875 2.02763
C 1.42544 0.85211 -0.50911
H -1.12295 2.18084 0.38655
H 1.93838 -0.04783 -0.84304
H 2.09421 1.42851 0.12731
H 0.78385 -1.53531 2.92792
H -2.65525 -0.75625 -0.77596
H 0.19489 2.14764 1.60372
H -1.25957 1.17497 1.82938
H 0.45181 2.58490 -1.37146
H 0.24059 -2.55882 1.62011
H 0.49171 -1.74754 -1.52952
H 0.24090 1.09600 -2.29764
H -1.22472 -2.00484 -1.83841
H -0.51024 -2.60614 -0.38808
H -0.87921 -1.33690 2.31484
H 1.80106 1.94315 -2.31318
*
```

Results
Orbital gap (alpha / beta) (eV): 8.425 / 7.454

---

Model Q:
Formula: C7H15NO
Source: the OMol25 dataset
Level of theory: ωB97M-V/def2-TZVPD

```
! wB97M-V def2-TZVPD RIJCOSX def2/J DEFGRID3
* xyz 0 1
O 0.52238 0.79704 1.85658
N 0.82484 -2.51320 0.50362
C -0.39468 -0.29654 -1.69142
C -1.70397 -0.74812 0.51909
C -1.12629 1.61803 -0.27829
C 0.71542 0.07332 0.62504
C 0.89408 -1.37294 1.12393
C -0.55310 0.18920 -0.25390
C 2.01577 0.54888 -0.02876
H -1.27416 2.02838 0.72471
H 1.93250 1.59680 -0.33388
H -0.45765 2.29846 -0.81785
H 2.28015 -0.04935 -0.90522
H 0.34130 -1.07691 -1.89300
H -1.61040 -1.83158 0.59874
H 2.84728 0.46653 0.68099
H -2.58547 -0.66455 -0.12597
H 1.37381 -1.40505 2.11718
H 0.97248 1.65449 1.79572
H 0.47987 -2.42521 -0.45061
H -0.10969 0.49879 -2.38840
H -1.31924 -0.73981 -2.08433
H -2.10740 1.63092 -0.76765
H -1.95782 -0.27758 1.47370
*
```

Results
Orbital gap (eV): 10.381
Structure (SMILES): [H]/N=C\[C@](C)(O)C(C)(C)C

---

The structure with the least stability is model P.